Entry 1:
Below is a structure of composition C3H10NS3 in a non-equilibrium geometry, with properties calculated with wB97M-V/def2-TZVPD.

Each line ends with the Löwdin charge.
Positions of all 17 atoms, in Å:
C (1.888, -0.632, -1.407)  -0.066
C (1.313, 0.010, -0.103)  -0.341
C (0.456, 1.129, -0.442)  0.176
N (-1.543, 0.176, 0.643)  -1.366
S (-0.881, -0.850, 1.886)  0.757
S (-2.478, -0.766, -0.561)  0.703
S (-2.466, 1.476, 1.154)  0.671
H (2.722, -1.421, -1.164)  0.127
H (1.116, -1.010, -2.058)  0.064
H (2.445, 0.291, -1.892)  0.120
H (2.149, 0.258, 0.546)  0.125
H (0.773, -0.738, 0.453)  0.011
H (0.449, 2.154, 0.072)  0.143
H (-0.166, 0.834, -1.291)  0.081
H (-0.421, 0.159, 2.679)  -0.061
H (-1.766, -1.964, -0.293)  -0.085
H (-3.589, 0.894, 1.777)  -0.057

Properties
Electronic energy in Eh: -1369.18687
Total charge: +1
HOMO energy in eV: -13.50
Frontier orbital gap in Eh: 0.27735

***

Entry 2:
Below is a cluster of 4 separate species, C4H13NO3 in total in a non-equilibrium geometry, with properties calculated with wB97M-V/def2-TZVPD.

Each line ends with the Löwdin charge.
Positions of all 21 atoms, in Å:
N (-0.765, -1.836, 1.804)  0.084
C (-1.453, -0.773, 1.195)  -0.449
C (-2.050, 0.210, 1.872)  0.026
C (-1.411, -1.704, -1.160)  0.017
C (-1.530, -0.721, -0.284)  -0.158
H (0.064, -1.997, 1.246)  0.050
H (-0.585, -1.573, 2.768)  0.086
H (-2.695, 0.920, 1.391)  0.048
H (-2.012, 0.271, 2.946)  0.048
H (-1.747, -1.644, -2.189)  0.053
H (-0.956, -2.645, -0.845)  0.060
H (-1.811, 0.308, -0.466)  0.093
H (2.145, 0.008, 0.114)  0.055
H (2.407, -0.921, 1.297)  0.047
O (1.774, -0.746, 0.592)  -0.053
H (3.686, -1.256, -0.606)  0.016
H (4.704, -1.837, 0.398)  0.038
O (4.565, -1.124, -0.234)  -0.061
H (-1.561, 5.553, -3.388)  0.031
H (-0.074, 6.024, -3.475)  0.032
O (-0.695, 5.485, -2.975)  -0.063

Properties
Electronic energy in Eh: -440.62134
SMILES: C=CC(=C)N.O.O.O
HOMO energy in eV: -8.07
Frontier orbital gap in Eh: 0.31502

***

Entry 3:
Below is a structure of composition C14H17BrN3O6W, with properties calculated with wB97M-V/def2-TZVPD.

Each line ends with the Löwdin charge.
Positions of all 42 atoms, in Å:
W (-0.179, -0.125, 0.668)  1.808
N (-0.397, 0.067, 2.864)  -0.044
C (-0.136, -1.299, 3.397)  -0.091
C (1.153, -1.767, 2.743)  -0.496
O (1.978, -2.428, 3.316)  0.126
N (1.310, -1.238, 1.468)  -0.136
C (2.648, -0.730, 1.192)  -0.088
C (2.538, 0.782, 1.011)  -0.556
O (3.465, 1.518, 0.869)  0.148
O (1.246, 1.212, 0.963)  -0.232
H (0.281, 0.728, 3.238)  0.131
H (-1.322, 0.373, 3.166)  0.109
H (-0.981, -1.934, 3.133)  0.129
H (-0.008, -1.300, 4.476)  0.141
H (3.084, -1.159, 0.291)  0.115
H (3.328, -0.961, 2.012)  0.142
Br (-1.204, 1.421, -3.364)  0.918
C (-2.309, 1.647, -1.859)  -0.685
C (-3.371, 2.534, -2.006)  -0.080
C (-4.300, 2.636, -0.992)  0.001
C (-4.168, 1.806, 0.112)  0.037
C (-3.082, 0.965, 0.160)  -0.195
N (-2.107, 0.907, -0.775)  0.035
C (-2.933, 0.005, 1.293)  -0.549
O (-3.598, 0.041, 2.288)  0.154
O (-1.941, -0.875, 1.098)  -0.220
H (-3.460, 3.109, -2.916)  0.111
H (-5.128, 3.327, -1.075)  0.131
H (-4.883, 1.790, 0.923)  0.138
C (2.862, -0.390, -2.333)  -0.125
C (2.231, -1.775, -2.551)  -0.117
C (0.944, -1.778, -1.724)  -0.121
O (0.789, -0.409, -1.196)  -0.364
C (1.695, 0.489, -1.953)  -0.151
H (3.336, -0.015, -3.238)  0.132
H (3.619, -0.402, -1.553)  0.108
H (2.899, -2.574, -2.237)  0.124
H (1.996, -1.933, -3.602)  0.122
H (0.981, -2.435, -0.856)  0.116
H (0.057, -1.990, -2.318)  0.129
H (1.921, 1.335, -1.311)  0.120
H (1.147, 0.824, -2.824)  0.026

Properties
Electronic energy in Eh: -3800.33427
Total charge: +1
<S²>: 2.009
2S+1: 3
HOMO energy (spin up / spin down) in eV: -11.54 / -12.94
Frontier orbital gap (spin up / spin down) in Eh: 0.26353 / 0.31326

***

So what do the calculations give for relative energy (zero: lowest compared OMol25 entry of this formula, charge and spin)? Going down the list: 3.553, 2.554, 1.477 eV.